{
  "formula": "C4H6FNOS",
  "method": "ωB97M-V/def2-TZVPD",
  "species": ["C", "C", "C", "C", "H", "H", "H", "H", "H", "H", "N", "O", "F", "S"],
  "xyz": [[0.950, 0.277, 0.183], [1.849, -0.980, 0.034], [-1.669, -0.664, -0.262], [-2.883, -0.099, -0.575], [0.019, 2.295, 0.471], [2.655, -0.961, -0.711], [2.380, -1.236, 1.057], [-1.301, -1.789, -0.566], [-3.602, -0.779, -1.078], [-3.114, 0.771, -0.022], [1.368, 1.300, -0.456], [0.606, 2.371, -0.423], [1.032, -2.097, -0.382], [-0.640, 0.081, 0.911]],
  "lowdin_charge": [-0.576, -0.146, -0.514, -0.047, 0.125, 0.111, 0.142, 0.123, 0.070, 0.030, -0.044, -0.083, -0.125, 0.931],
  "gap_ha": 0.3665
}

{
  "formula": "CH2NOS3",
  "method": "ωB97M-V/def2-TZVPD",
  "species": ["C", "N", "O", "S", "S", "S", "H", "H"],
  "xyz": [[-0.224, 0.074, -0.207], [0.104, 0.652, 0.885], [1.417, 0.948, 1.045], [-0.319, -1.305, 1.957], [-1.914, -0.302, -0.449], [0.809, 0.103, -1.548], [-1.654, -0.655, -1.778], [1.781, 0.486, 0.094]],
  "lowdin_charge": [-1.466, -0.384, -0.214, 0.070, 0.596, 0.505, -0.124, 0.018],
  "gap_ha": 0.2599,
  "charge": -1
}

{
  "formula": "C40H39BF4IMnN5O2P2S2",
  "method": "ωB97M-V/def2-TZVPD",
  "species": ["Mn", "O", "C", "C", "C", "C", "C", "C", "C", "O", "N", "N", "C", "S", "C", "C", "S", "H", "H", "H", "H", "H", "H", "H", "H", "H", "I", "C", "C", "C", "C", "N", "C", "H", "H", "H", "H", "F", "B", "F", "F", "F", "N", "N", "H", "H", "H", "H", "C", "P", "C", "C", "C", "C", "C", "C", "C", "C", "C", "C", "C", "C", "P", "C", "C", "C", "C", "C", "C", "C", "C", "C", "C", "C", "C", "H", "H", "H", "H", "H", "H", "H", "H", "H", "H", "H", "H", "H", "H", "H", "H", "H", "H", "H", "H", "H", "H"],
  "xyz": [[0.089, -0.073, -0.437], [-1.712, 1.130, 3.131], [-0.866, 2.096, 3.526], [-1.112, 2.888, 4.646], [-0.222, 3.874, 5.018], [0.930, 4.103, 4.271], [1.167, 3.359, 3.137], [0.284, 2.348, 2.749], [0.515, 1.599, 1.521], [-0.007, 0.458, 1.305], [1.311, 2.117, 0.603], [1.424, 1.321, -0.484], [2.329, 1.796, -1.313], [2.861, 1.006, -2.759], [4.388, 2.015, -2.896], [4.068, 3.408, -2.416], [3.110, 3.275, -0.860], [-2.491, 1.084, 3.704], [-2.010, 2.720, 5.225], [-0.425, 4.478, 5.887], [1.626, 4.866, 4.578], [2.032, 3.535, 2.524], [4.697, 2.007, -3.938], [5.150, 1.529, -2.286], [3.464, 3.962, -3.135], [4.973, 3.970, -2.199], [-4.631, 2.645, 1.506], [-3.254, 2.447, -0.063], [-3.330, 3.237, -1.199], [-2.360, 3.065, -2.174], [-1.350, 2.142, -1.973], [-1.294, 1.373, -0.881], [-2.236, 1.511, 0.047], [-4.123, 3.959, -1.327], [-2.389, 3.644, -3.082], [-0.572, 1.996, -2.712], [-2.200, 0.862, 0.914], [-2.827, -2.855, -1.146], [-2.883, -1.558, -0.875], [-2.694, -0.749, -1.961], [-3.748, -1.101, 0.009], [-1.372, -1.295, -0.138], [0.099, -0.089, -3.607], [0.152, -0.817, -2.378], [-0.765, -0.295, -4.106], [0.881, -0.345, -4.203], [0.238, -1.839, -2.524], [-0.762, -0.669, -1.937], [3.349, -1.721, -0.463], [1.619, -1.727, 0.193], [0.945, -3.293, -0.410], [1.363, -3.761, -1.662], [0.797, -4.905, -2.196], [-0.211, -5.565, -1.513], [-0.674, -5.065, -0.304], [-0.110, -3.926, 0.244], [1.914, -1.729, 1.989], [2.513, -0.565, 2.479], [2.743, -0.405, 3.832], [2.406, -1.423, 4.712], [1.818, -2.579, 4.231], [1.552, -2.730, 2.880], [4.056, -3.448, -0.604], [4.141, -3.976, 1.133], [3.401, -5.080, 1.541], [3.464, -5.495, 2.860], [4.258, -4.808, 3.764], [4.995, -3.708, 3.351], [4.950, -3.290, 2.035], [5.770, -3.194, -1.123], [6.180, -2.174, -1.983], [7.492, -2.125, -2.416], [8.393, -3.112, -2.038], [7.983, -4.147, -1.209], [6.676, -4.198, -0.766], [3.973, -1.131, 0.214], [3.366, -1.264, -1.454], [2.103, -3.226, -2.241], [1.136, -5.264, -3.154], [-0.654, -6.450, -1.940], [-1.491, -5.550, 0.206], [-0.515, -3.515, 1.158], [2.796, 0.227, 1.793], [3.182, 0.512, 4.198], [2.609, -1.314, 5.766], [1.554, -3.375, 4.908], [1.090, -3.636, 2.525], [2.792, -5.612, 0.821], [2.905, -6.362, 3.177], [4.315, -5.139, 4.789], [5.619, -3.183, 4.058], [5.549, -2.452, 1.708], [5.481, -1.419, -2.312], [7.816, -1.330, -3.071], [9.405, -3.090, -2.412], [8.678, -4.923, -0.926], [6.345, -5.010, -0.133]],
  "mulliken_spin": [3.397, -0.001, -0.006, 0.002, -0.002, 0.001, -0.006, 0.004, -0.042, -0.032, 0.012, -0.096, 0.050, 0.023, 0.000, 0.001, 0.028, 0.000, 0.000, 0.000, 0.000, 0.000, 0.000, 0.001, 0.001, -0.001, 0.000, -0.002, 0.007, -0.003, 0.027, -0.004, 0.031, 0.000, 0.000, -0.002, -0.005, -0.001, -0.005, 0.002, 0.000, 0.014, 0.002, 0.003, -0.002, 0.002, 0.002, -0.045, -0.007, -0.150, -0.021, -0.021, 0.010, -0.025, 0.004, -0.015, -0.048, -0.013, 0.009, -0.017, 0.003, -0.022, -0.030, -0.003, 0.001, 0.000, 0.001, 0.000, -0.001, 0.006, -0.005, 0.002, -0.005, 0.002, -0.005, 0.000, 0.000, -0.001, 0.000, 0.000, 0.000, -0.001, -0.001, 0.000, 0.000, -0.001, 0.001, 0.000, 0.000, 0.000, 0.000, 0.000, -0.001, 0.000, 0.000, 0.000, 0.000],
  "gap_ha": [0.1663, 0.1882],
  "spin_multiplicity": 4,
  "charge": 2
}

{
  "formula": "C35H36As2B2CrF4N5O4S",
  "method": "ωB97M-V/def2-TZVPD",
  "species": ["Cr", "C", "C", "N", "O", "B", "F", "F", "O", "N", "C", "C", "C", "N", "O", "B", "F", "F", "O", "N", "C", "C", "C", "H", "H", "H", "H", "H", "H", "H", "H", "H", "H", "H", "H", "C", "C", "As", "C", "C", "C", "C", "C", "C", "C", "C", "C", "C", "C", "C", "As", "C", "C", "C", "C", "C", "C", "C", "C", "C", "C", "C", "C", "H", "H", "H", "H", "H", "H", "H", "H", "H", "H", "H", "H", "H", "H", "H", "H", "H", "H", "H", "H", "H", "H", "H", "H", "S", "C", "N"],
  "xyz": [[-0.199, -0.294, 0.254], [1.281, -3.870, -1.430], [0.566, -2.802, -0.686], [0.905, -1.532, -0.719], [1.875, -1.178, -1.599], [2.621, 0.103, -1.467], [3.029, 0.416, -2.721], [3.652, -0.057, -0.572], [1.782, 1.284, -1.058], [1.015, 1.216, 0.083], [0.551, 2.503, 0.529], [1.444, 3.680, 0.344], [-0.642, 2.449, 1.140], [-1.166, 1.118, 1.313], [-0.911, 0.693, 2.631], [-3.269, -0.322, 2.766], [-4.516, 0.287, 2.828], [-2.697, -2.852, 3.088], [-2.486, -1.886, 0.819], [-1.214, -1.876, 0.354], [-0.660, -3.022, 0.016], [-1.268, -4.357, 0.270], [-1.315, 3.585, 1.840], [2.244, -3.500, -1.769], [0.696, -4.164, -2.301], [1.423, -4.747, -0.802], [2.133, 3.479, -0.474], [2.033, 3.836, 1.249], [0.883, 4.591, 0.148], [-2.061, -4.258, 1.007], [-0.515, -5.048, 0.646], [-1.692, -4.782, -0.640], [-1.131, 4.517, 1.310], [-0.905, 3.696, 2.846], [-2.389, 3.419, 1.918], [-1.961, 2.644, -1.837], [-0.843, 2.107, -2.723], [-0.585, 0.133, -2.792], [-2.391, -0.455, -3.344], [-2.941, -1.594, -2.767], [-4.238, -1.979, -3.061], [-4.995, -1.227, -3.945], [-4.442, -0.112, -4.554], [-3.144, 0.272, -4.258], [0.209, -0.015, -4.566], [-0.143, -1.115, -5.346], [0.301, -1.211, -6.651], [1.129, -0.227, -7.172], [1.520, 0.844, -6.384], [1.074, 0.945, -5.078], [-3.167, 1.319, -0.949], [-2.101, 0.504, 0.540], [-2.111, 0.619, 3.447], [-1.738, -0.122, 4.694], [-2.312, -1.309, 4.817], [-3.216, -1.710, 3.689], [-2.962, -0.598, 1.130], [-4.303, 2.598, 0.047], [-4.081, 3.967, 0.142], [-4.974, 4.780, 0.817], [-6.118, 4.241, 1.380], [-6.374, 2.886, 1.254], [-5.478, 2.072, 0.585], [-2.676, 3.206, -2.451], [-1.558, 3.334, -1.092], [0.121, 2.505, -2.399], [-0.989, 2.426, -3.759], [-2.342, -2.189, -2.085], [-4.658, -2.862, -2.605], [-6.007, -1.520, -4.174], [-5.019, 0.457, -5.269], [-2.708, 1.135, -4.751], [-0.790, -1.882, -4.928], [-0.001, -2.050, -7.259], [1.476, -0.303, -8.190], [2.172, 1.604, -6.787], [1.405, 1.762, -4.451], [-2.430, 1.640, 3.687], [-1.065, 0.316, 5.410], [-2.160, -1.982, 5.645], [-4.216, -1.990, 4.035], [-3.970, -0.576, 0.675], [-3.211, 4.414, -0.318], [-4.768, 5.836, 0.903], [-6.818, 4.882, 1.890], [-7.269, 2.461, 1.678], [-5.688, 1.012, 0.471], [3.701, -0.086, 2.690], [2.565, 0.333, 1.736], [1.494, 0.507, 1.156]],
  "mulliken_spin": [3.373, 0.002, 0.095, -0.045, 0.022, 0.015, 0.000, 0.000, 0.005, -0.045, -0.015, -0.005, 0.111, -0.051, 0.055, 0.068, 0.009, 0.003, 0.023, -0.224, 0.142, -0.006, 0.000, 0.000, 0.003, 0.001, 0.000, 0.000, 0.000, 0.002, 0.003, 0.009, 0.003, -0.002, 0.001, 0.037, -0.009, 0.013, 0.021, 0.033, 0.005, 0.000, -0.001, 0.002, 0.017, 0.010, -0.003, 0.007, -0.003, 0.005, 0.004, 0.035, 0.014, 0.000, 0.001, 0.025, 0.137, 0.000, 0.001, 0.000, 0.005, -0.002, 0.009, 0.000, -0.003, -0.008, 0.003, 0.017, 0.000, 0.000, 0.000, 0.001, 0.000, 0.000, 0.001, 0.000, 0.002, -0.002, 0.000, 0.003, 0.002, 0.000, 0.000, 0.000, 0.000, 0.000, 0.001, 0.071, 0.028, -0.026],
  "gap_ha": [0.2295, 0.1831],
  "spin_multiplicity": 5,
  "charge": 1
}

{
  "formula": "C4H7NO",
  "method": "ωB97M-V/def2-TZVPD",
  "species": ["C", "C", "O", "N", "C", "C", "H", "H", "H", "H", "H", "H", "H"],
  "xyz": [[1.739, 0.116, -0.435], [0.778, 0.390, 0.698], [1.022, 1.280, 1.481], [-0.458, -0.276, 0.878], [-1.261, -1.016, -0.070], [-1.509, 0.427, 0.150], [2.040, 1.099, -0.810], [2.654, -0.352, -0.059], [1.326, -0.477, -1.251], [-1.905, -1.745, 0.415], [-0.907, -1.347, -1.041], [-2.355, 0.823, 0.700], [-1.166, 1.077, -0.656]],
  "lowdin_charge": [0.006, -0.497, 0.080, -0.023, -0.127, -0.114, 0.090, 0.089, 0.067, 0.106, 0.100, 0.107, 0.117],
  "gap_ha": 0.3972
}

{
  "formula": "C26H32B2Cl4NO3S",
  "method": "ωB97M-V/def2-TZVPD",
  "species": ["Cl", "B", "Cl", "Cl", "O", "C", "C", "C", "C", "C", "Cl", "C", "C", "H", "H", "H", "H", "H", "C", "C", "C", "C", "C", "B", "C", "C", "C", "C", "N", "C", "C", "C", "C", "O", "C", "C", "C", "C", "C", "C", "O", "S", "H", "H", "H", "H", "H", "H", "H", "H", "H", "H", "H", "H", "H", "H", "H", "H", "H", "H", "H", "H", "H", "H", "H", "H", "H", "H", "H"],
  "xyz": [[2.982, 1.425, -3.413], [1.876, -0.048, -3.435], [1.132, -0.281, -5.109], [2.797, -1.591, -2.950], [0.841, 0.232, -2.374], [-0.288, -0.358, -2.169], [-1.337, -0.231, -3.140], [-2.164, -1.345, -3.427], [-3.369, -1.143, -4.094], [-3.714, 0.157, -4.493], [-5.301, 0.473, -5.060], [-2.779, 1.206, -4.449], [-1.562, 0.994, -3.824], [-0.380, -1.101, -1.378], [-1.836, -2.328, -3.090], [-4.059, -1.968, -4.272], [-3.036, 2.176, -4.871], [-0.785, 1.760, -3.804], [-0.236, 0.373, 6.542], [-0.223, -0.096, 5.144], [-0.147, -1.400, 4.701], [-0.159, -1.520, 3.267], [-0.202, -0.278, 2.662], [-0.295, 0.151, 1.073], [1.277, -0.029, 0.644], [2.007, 1.076, 0.229], [3.358, 0.946, -0.073], [3.981, -0.325, -0.050], [5.214, -0.516, -0.599], [5.801, -1.839, -0.680], [5.837, 0.523, -1.394], [3.254, -1.412, 0.499], [1.902, -1.260, 0.790], [-1.256, -0.788, 0.561], [-2.516, -0.170, 0.799], [-3.475, -0.636, -0.291], [-3.052, -0.615, 2.146], [-2.172, 1.420, 0.771], [-2.354, 2.060, -0.605], [-2.909, 2.243, 1.804], [-0.775, 1.484, 1.044], [-0.271, 1.014, 3.805], [-0.096, -0.479, 7.214], [0.575, 1.090, 6.710], [-1.190, 0.854, 6.787], [-0.091, -2.242, 5.388], [-0.100, -2.476, 2.753], [1.542, 2.055, 0.144], [3.911, 1.816, -0.413], [5.823, -2.314, 0.308], [5.238, -2.488, -1.370], [6.827, -1.733, -1.048], [5.226, 0.781, -2.275], [5.979, 1.427, -0.786], [6.814, 0.155, -1.724], [3.735, -2.381, 0.631], [1.342, -2.117, 1.151], [-4.435, -0.112, -0.209], [-3.054, -0.471, -1.287], [-3.653, -1.714, -0.182], [-4.092, -0.293, 2.271], [-3.004, -1.706, 2.216], [-2.458, -0.195, 2.963], [-3.415, 2.166, -0.865], [-1.919, 3.064, -0.597], [-1.834, 1.476, -1.379], [-3.986, 2.251, 1.580], [-2.753, 1.876, 2.820], [-2.542, 3.274, 1.766]],
  "lowdin_charge": [0.559, -1.860, 0.546, 0.559, -0.042, 0.021, -0.235, 0.001, -0.087, -0.660, 0.696, -0.075, -0.021, 0.159, 0.141, 0.111, 0.113, 0.138, -0.145, -0.610, -0.144, -0.146, -0.387, -0.971, -0.112, -0.051, -0.055, -0.282, -0.207, -0.089, -0.085, -0.045, -0.051, 0.031, -0.451, -0.009, -0.027, -0.454, -0.005, -0.032, 0.021, 1.100, 0.070, 0.066, 0.067, 0.092, 0.100, 0.117, 0.083, 0.077, 0.070, 0.074, 0.033, 0.080, 0.074, 0.086, 0.100, 0.091, 0.049, 0.093, 0.089, 0.100, 0.054, 0.088, 0.095, 0.059, 0.089, 0.053, 0.091],
  "gap_ha": 0.1494,
  "charge": -1
}

Result set for relative energy (zero: lowest compared OMol25 entry of this formula, charge and spin): 417.6, 405.6, 118.4, 1070.4, 201.3, 0.0 kJ/mol, one per record in the order listed.